Record 1
Formula: C34H61BrN4O9P
Source: OMol25
Level of theory: ωB97M-V/def2-TZVPD

The geometry in XYZ format:
```
110
Properties=species:S:1:pos:R:3:forces:R:3
C -0.450402 -0.882937 3.624202 0.03 -0.34 0.03
C -0.061585 -1.723378 2.375095 0.53 -0.07 0.81
C 0.573742 -0.880718 1.259287 -0.94 -0.13 0.37
Br 2.099320 -1.847722 0.451324 -0.04 0.25 -0.03
N -0.350895 -0.458530 0.224684 0.41 0.25 -0.65
C -1.639356 -1.095484 -0.067887 -0.34 -0.72 1.36
O -2.592549 -0.589177 0.851147 0.22 0.20 -0.75
C -3.540215 0.233416 0.210627 0.25 -0.37 0.52
C -4.510578 -0.407617 -0.518271 -0.50 -1.36 -0.38
C -5.497619 0.297393 -1.172445 -0.26 0.42 -0.22
C -6.602300 -0.365930 -1.951345 -0.16 -0.29 -0.17
C -5.431577 1.680698 -1.080450 -0.75 -0.11 -0.48
C -4.457968 2.310647 -0.347141 -0.20 0.68 0.04
C -3.482362 1.605916 0.344280 0.52 0.26 0.10
C -2.440356 2.318525 1.183580 -0.15 1.49 0.92
C -2.775556 2.279470 2.718006 0.79 -0.69 -0.17
C -2.324919 3.828932 0.795117 0.28 -0.83 -0.62
C -0.001768 0.589508 -0.521100 -0.67 0.93 -1.35
N -0.729240 1.134437 -1.546028 0.05 -0.58 0.49
C -0.033776 2.167829 -1.964202 0.76 0.84 -0.19
P -0.696623 3.226923 -3.312766 -1.88 -0.16 -0.87
O -2.130006 3.015601 -3.365830 -0.32 0.01 0.23
O -0.032637 2.779814 -4.715448 0.74 0.09 1.43
O -0.295102 4.746283 -3.005815 0.72 -0.88 -0.32
N 1.119350 2.332014 -1.286162 -0.78 -0.12 -0.68
C 2.202116 3.318548 -1.339633 0.42 0.15 0.04
C 2.802520 3.579971 -2.719902 0.27 0.64 -0.20
C 3.689476 4.855654 -2.585088 0.20 -0.36 0.06
C 5.131441 4.636326 -3.048467 0.24 0.64 0.46
C 5.939125 3.684450 -2.132194 0.46 0.56 -0.35
O 5.379084 3.562247 -0.822446 -0.30 -0.66 -0.15
C 5.625575 2.234665 -0.344867 0.42 0.06 -0.60
N 1.107717 1.320486 -0.397767 1.19 -0.71 1.61
H 0.274129 -1.052830 4.430116 -0.04 0.13 -0.25
H -0.472679 0.193704 3.428122 -0.21 -0.20 -0.02
H -1.413067 -1.219556 4.021332 0.06 0.32 -0.20
H -0.893919 -2.353123 2.055384 0.14 0.29 -0.23
H 0.717607 -2.412494 2.717391 -0.20 0.02 -0.26
H 0.952981 0.032597 1.736172 0.37 -0.34 -0.18
H -1.530585 -2.164208 0.146344 0.11 0.21 -0.22
H -1.954710 -0.969853 -1.104961 0.29 0.28 0.14
H -4.542451 -1.507496 -0.580874 0.22 0.57 0.25
H -7.507119 -0.524352 -1.347815 0.29 0.09 0.04
H -6.910679 0.245603 -2.808058 0.17 -0.10 0.16
H -6.298713 -1.353558 -2.318646 -0.02 0.22 0.07
H -6.182362 2.261936 -1.615472 0.21 0.04 0.17
H -4.501725 3.396144 -0.337671 0.22 -0.18 0.15
H -1.422718 1.918593 1.089197 -0.38 -0.37 -0.27
H -2.031782 1.634794 3.207147 -0.38 0.04 0.07
H -2.656284 3.264163 3.182506 -0.27 -0.13 -0.15
H -3.761087 1.854692 2.926025 0.09 0.25 -0.06
H -3.109179 4.401041 1.296999 0.12 0.09 -0.31
H -2.399858 3.906466 -0.299343 -0.11 0.31 0.26
H -1.340439 4.235860 1.064051 -0.27 -0.09 0.26
H 0.687154 2.153291 -4.538870 0.05 0.07 -0.54
H -0.485415 5.243147 -3.820950 0.05 0.29 0.28
H 1.867526 4.268518 -0.905350 -0.24 -0.30 -0.10
H 3.004889 2.939417 -0.693420 -0.21 0.10 -0.10
H 2.065131 3.798694 -3.498024 -0.13 -0.22 0.31
H 3.408141 2.737708 -3.082008 -0.16 0.05 0.29
H 3.249208 5.713285 -3.105795 0.00 -0.30 -0.06
H 3.732935 5.144598 -1.526421 0.02 -0.03 -0.25
H 5.624108 5.618754 -3.013393 -0.13 -0.19 -0.05
H 5.210349 4.316365 -4.095814 -0.18 -0.10 0.25
H 6.081119 2.704037 -2.608045 -0.30 0.05 0.21
H 6.946845 4.116967 -2.025661 -0.15 -0.28 -0.03
H 6.699471 2.029815 -0.476848 -0.23 -0.19 0.42
H 5.312809 2.103360 0.694678 0.07 0.30 -0.18
H 5.091479 1.513324 -0.989746 0.01 0.04 0.24
H 1.868934 1.174478 0.259468 0.09 0.15 -0.17
C -4.587608 -5.119967 1.640127 0.22 0.21 -0.13
C -5.610980 -4.525787 0.707291 0.01 0.07 -0.01
O -5.386052 -3.511567 0.081566 0.05 -0.08 -0.02
C -6.924593 -5.249746 0.587847 -0.12 0.24 -0.27
H -3.690403 -4.501968 1.632434 -0.04 0.02 0.00
H -4.983978 -5.152989 2.655957 -0.03 -0.19 -0.02
H -4.327600 -6.128260 1.312824 -0.16 -0.09 0.16
H -7.417966 -5.288469 1.560121 0.05 -0.21 0.01
H -6.752598 -6.261192 0.217399 0.01 -0.09 0.26
H -7.569216 -4.720574 -0.112215 0.04 0.03 0.03
C 2.253649 3.826958 2.366318 -0.06 -0.19 -0.17
C 3.448186 3.061542 2.869866 0.05 -0.16 0.08
O 3.546072 1.868382 2.664523 -0.09 0.01 -0.22
C 4.500423 3.827099 3.623414 0.11 -0.32 0.00
H 1.591331 3.134785 1.844284 -0.06 0.06 0.05
H 1.707565 4.278005 3.195531 0.06 0.16 -0.06
H 2.581878 4.601384 1.670126 -0.06 0.16 0.15
H 4.066435 4.275307 4.518461 0.00 0.16 -0.09
H 4.921514 4.606724 2.986178 -0.10 0.12 0.09
H 5.296844 3.148358 3.921429 -0.03 0.00 -0.01
C -4.729147 -10.612945 -0.423975 0.14 0.12 0.24
C -5.569514 -9.373446 -0.250197 0.04 0.03 0.08
O -5.322378 -8.560015 0.613138 -0.03 0.06 -0.09
C -6.729820 -9.192525 -1.197583 -0.01 0.24 0.17
H -3.933926 -10.617158 0.318838 -0.03 0.02 -0.01
H -5.344536 -11.503174 -0.285902 0.00 -0.02 -0.19
H -4.281956 -10.623853 -1.419192 -0.13 -0.13 -0.05
H -7.429892 -10.022439 -1.092219 0.06 -0.06 -0.16
H -6.367683 -9.143056 -2.225595 -0.06 -0.18 -0.03
H -7.248720 -8.265073 -0.963457 0.00 -0.03 0.00
C 10.244866 -1.174713 1.040379 0.16 0.20 -0.12
C 9.295356 -0.649410 -0.006802 0.10 0.10 -0.08
O 9.606976 0.251975 -0.750684 -0.08 0.00 0.04
C 7.933098 -1.295210 -0.090399 -0.06 0.20 -0.18
H 11.180660 -0.622223 0.987991 -0.03 0.00 -0.02
H 9.813902 -1.044243 2.034426 -0.04 -0.19 0.00
H 10.449487 -2.231599 0.862514 -0.11 -0.04 0.14
H 7.402911 -1.166170 0.855079 0.03 -0.20 0.04
H 8.034209 -2.357073 -0.318997 -0.05 -0.04 0.18
H 7.361082 -0.817817 -0.884690 0.03 -0.01 0.00
```
Positions in Å, forces in eV/Å.

Computed properties:
* total energy: -139961.9773 eV
* Kohn-Sham gap: 0.278 Eh
* ΔE to the lowest compared entry with this formula, charge and spin: 73.4 kJ/mol
* charge: +1
* LUMO energy: -2.867 eV
* M: 780.76 g mol⁻¹
* multiplicity: 1
* HOMO energy: -10.43 eV
* F_max: 2.128 eV/A

Mulliken population analysis, charges in e, atoms 1 to 4:
1. C -0.934
2. C -0.307
3. C -0.722
4. Br -0.126


Record 2
Formula: C30H39Cl2N2P2Zr
Source: OMol25
Level of theory: ωB97M-V/def2-TZVPD

The geometry in XYZ format:
```
76
Properties=species:S:1:pos:R:3:forces:R:3
Zr -0.566225 0.342789 0.036450 0.42 -0.07 0.68
C 1.215116 3.364758 2.676696 -0.03 0.01 -0.01
C 2.117788 2.195587 2.283316 0.03 0.06 0.06
C 1.917304 1.010279 3.225229 -0.01 -0.04 -0.02
P 1.762766 1.682959 0.557966 -0.04 0.02 -0.05
C 2.111071 3.124764 -0.539901 0.05 0.11 0.04
C 2.216014 2.683442 -2.000193 -0.03 0.00 -0.04
C 3.309028 3.995490 -0.153220 0.03 0.01 0.00
C 2.904846 0.337150 0.168446 0.02 -0.11 -0.02
C 4.258478 0.531164 -0.112878 0.00 0.03 0.00
C 5.080132 -0.536328 -0.418144 0.04 0.01 -0.01
C 4.542434 -1.818120 -0.455693 -0.03 -0.04 0.00
C 3.206534 -2.033220 -0.175606 0.05 0.08 -0.04
C 2.368310 -0.963906 0.157051 -0.05 0.14 0.00
N 1.005554 -1.156273 0.456828 -0.20 0.20 -0.25
C 0.665584 -2.270876 1.237347 -0.12 0.01 -0.09
C 1.524283 -2.788430 2.220009 -0.04 -0.08 -0.02
C 1.149484 -3.874981 2.984395 -0.01 0.00 0.00
C -0.095032 -4.478538 2.816928 0.01 0.00 0.01
C -0.965765 -3.960016 1.879834 -0.01 0.00 0.00
C -0.604170 -2.867776 1.087866 0.06 0.02 0.09
P -1.743698 -2.045375 -0.044900 -0.13 -0.33 0.12
C -1.973032 -3.112686 -1.520453 0.05 0.03 -0.05
C -2.819154 -4.351759 -1.237402 0.00 0.00 0.00
C -2.490862 -2.320558 -2.721101 -0.02 0.03 -0.04
C -3.298776 -1.878234 0.919946 0.04 -0.08 0.08
C -4.355974 -1.120050 0.121158 -0.04 0.04 -0.06
C -2.920108 -1.142555 2.212862 -0.08 -0.02 -0.04
H 1.419417 3.669353 3.703699 0.01 0.00 0.01
H 0.161008 3.073104 2.626609 0.01 0.00 0.00
H 1.347267 4.238057 2.037791 0.01 -0.01 -0.01
H 3.166314 2.506485 2.324325 -0.01 -0.01 0.00
H 0.873447 0.676244 3.224145 0.00 0.00 0.00
H 2.164177 1.299844 4.247219 0.00 0.00 0.01
H 2.539619 0.158309 2.951718 0.01 0.01 -0.01
H 1.203161 3.730475 -0.429575 0.01 -0.01 -0.02
H 3.127814 2.108852 -2.168058 0.00 0.00 0.01
H 2.255856 3.566991 -2.639117 0.00 0.00 -0.01
H 1.370142 2.073297 -2.315964 0.00 -0.01 0.02
H 4.253992 3.496001 -0.366185 -0.02 0.02 0.01
H 3.312114 4.297160 0.893312 -0.03 -0.02 0.02
H 3.290649 4.906885 -0.752925 0.00 0.00 -0.01
H 4.676358 1.528858 -0.091554 -0.01 -0.03 0.02
H 6.126723 -0.373741 -0.635275 0.00 0.00 0.00
H 5.172753 -2.659591 -0.712877 0.00 0.00 0.00
H 2.798131 -3.034334 -0.213842 0.00 -0.01 0.00
H 2.493030 -2.332841 2.372503 0.01 0.00 0.00
H 1.832875 -4.255004 3.732973 0.00 0.00 0.00
H -0.380764 -5.327631 3.421595 0.00 -0.01 0.00
H -1.947788 -4.404549 1.767688 -0.01 0.01 -0.01
H -0.942620 -3.420689 -1.731630 -0.02 -0.02 -0.01
H -3.841272 -4.078572 -0.968559 -0.01 0.00 0.01
H -2.402619 -4.969299 -0.442039 0.01 0.02 0.01
H -2.874955 -4.966755 -2.136386 0.01 0.00 0.00
H -3.524844 -2.002408 -2.578717 0.02 -0.01 -0.01
H -2.464330 -2.954639 -3.608245 -0.01 0.01 0.00
H -1.885698 -1.434314 -2.917879 0.01 0.00 0.02
H -3.684399 -2.867384 1.179558 -0.01 0.02 0.01
H -3.989467 -0.144762 -0.216933 0.02 -0.01 0.02
H -5.238006 -0.945053 0.738415 -0.01 -0.01 0.00
H -4.671649 -1.673258 -0.762863 -0.01 0.00 0.03
H -2.175386 -0.342837 2.024524 -0.14 0.05 0.11
H -2.471078 -1.805411 2.949363 0.07 0.02 -0.03
H -3.792241 -0.663341 2.658229 0.02 0.03 -0.01
Cl -0.656613 1.272975 -4.684304 -0.01 0.00 0.07
C -1.549857 2.299456 -3.619804 -0.01 0.09 -0.15
C -2.282813 3.358450 -4.133355 -0.04 0.04 0.07
C -3.007935 4.190918 -3.291689 0.00 0.00 0.03
C -3.017529 3.973224 -1.916702 0.06 -0.06 -0.11
C -2.278537 2.911575 -1.453660 -0.09 0.11 0.13
Cl -2.246639 2.544847 0.298107 0.03 -0.05 -0.19
C -1.519697 2.043223 -2.246863 0.13 -0.19 0.17
N -0.828215 1.036073 -1.629506 0.06 0.03 -0.53
H -2.281881 3.527608 -5.200892 0.00 0.00 -0.01
H -3.571810 5.014358 -3.705890 -0.01 0.00 0.00
H -3.578137 4.605089 -1.243320 -0.01 0.01 0.00
```
Positions in Å, forces in eV/Å.

Computed properties:
* total energy: -79623.0212 eV
* Kohn-Sham gap: 0.246 Eh
* ΔE to the lowest compared entry with this formula, charge and spin: 0.0 kJ/mol
* charge: +1
* LUMO energy: -3.234 eV
* M: 651.73 g mol⁻¹
* multiplicity: 1
* HOMO energy: -9.93 eV
* F_max: 0.803 eV/A

Mulliken population analysis, charges in e, atoms 1 to 4:
1. Zr -0.775
2. C -1.466
3. C 0.337
4. C -1.545